Density functional theory data (the ωB97M-V functional and the def2-TZVPD basis) for a structure of composition C40H80AlB2F8O20S10 at a distorted geometry.

## Properties
Net charge   +1
HOMO-LUMO gap   0.3646 Eh
Maximum force   0.1374 hartree/bohr

Geometry as XYZ:
```
161
C40H80AlB2F8O20S10 (the ωB97M-V functional and the def2-TZVPD basis)
Al -0.127 -0.913 -0.360
B -6.794 10.559 -3.498
F -8.044 10.877 -3.223
F -6.495 10.236 -4.737
F -0.195 -0.272 -1.970
F -5.847 10.354 -2.561
B 1.542 0.205 1.518
F 0.910 1.291 1.011
F 1.061 -0.183 2.672
F 1.348 -0.905 0.273
F 2.959 0.355 1.553
C -0.657 -4.587 -3.577
C -0.870 -3.061 -4.279
C -1.740 -2.327 -3.210
S -1.352 -3.287 -1.640
O -2.574 -3.713 -1.115
O -0.535 -2.631 -0.500
C -0.242 -4.246 -2.228
H -0.023 -5.388 -3.977
H -1.641 -5.066 -3.629
H -1.546 -3.127 -5.113
H 0.068 -2.534 -4.413
H -2.704 -2.671 -3.380
H -1.572 -1.256 -3.011
H -0.047 -5.033 -1.527
H 0.670 -3.622 -2.246
C -2.766 0.599 8.033
C -3.408 1.938 7.976
C -3.041 2.622 6.687
S -3.143 1.293 5.468
O -2.481 1.642 4.254
O -4.503 0.727 5.434
C -2.320 0.233 6.624
H -3.488 -0.133 8.410
H -1.967 0.663 8.768
H -3.296 2.500 8.867
H -4.502 1.732 7.893
H -2.018 3.030 6.536
H -3.732 3.362 6.451
H -1.262 0.517 6.478
H -2.415 -0.809 6.393
C 3.264 0.375 -4.372
C 3.574 0.138 -2.895
C 4.371 -1.244 -2.700
S 3.692 -2.280 -3.941
O 2.498 -2.807 -3.335
O 4.611 -3.136 -4.610
C 3.157 -0.947 -5.089
H 4.062 0.939 -4.877
H 2.380 1.012 -4.396
H 2.693 0.163 -2.304
H 4.118 0.944 -2.387
H 4.142 -1.765 -1.761
H 5.436 -1.201 -2.875
H 2.053 -1.079 -5.354
H 3.823 -1.046 -5.966
C -2.576 6.126 0.831
C -2.677 4.684 0.300
C -1.350 4.368 -0.401
S -0.674 5.891 -0.936
O -0.635 6.017 -2.387
O 0.553 6.080 -0.292
C -2.032 6.970 -0.315
H -1.754 6.187 1.562
H -3.513 6.512 1.310
H -3.441 4.576 -0.376
H -3.038 4.002 1.082
H -1.415 3.637 -1.274
H -0.611 3.887 0.298
H -2.724 7.198 -1.157
H -1.425 7.930 -0.055
C -2.319 3.613 -4.785
C -2.445 3.056 -3.394
C -1.120 2.241 -3.216
S -1.248 1.199 -4.670
O -2.361 0.297 -4.374
O 0.032 0.618 -5.028
C -1.688 2.492 -5.734
H -1.642 4.478 -4.690
H -3.246 4.040 -5.217
H -3.310 2.430 -3.241
H -2.546 3.768 -2.576
H -1.071 1.639 -2.293
H -0.294 2.893 -3.396
H -2.435 2.038 -6.383
H -0.780 2.805 -6.304
C -5.067 0.031 -0.646
C -5.175 -0.747 0.775
C -4.082 -0.064 1.550
S -2.748 0.348 0.396
O -1.614 -0.505 0.606
O -2.655 1.771 0.219
C -3.650 -0.262 -1.130
H -5.237 1.052 -0.435
H -5.852 -0.266 -1.285
H -5.043 -1.839 0.695
H -6.207 -0.588 1.059
H -3.613 -0.695 2.304
H -4.378 0.831 2.128
H -3.494 -1.342 -1.191
H -3.269 0.302 -1.971
C 6.760 -5.156 6.757
C 5.514 -4.685 5.932
C 6.055 -4.257 4.570
S 7.499 -3.296 4.865
O 7.156 -1.964 5.344
O 8.437 -3.484 3.774
C 7.963 -4.215 6.347
H 7.019 -6.141 6.340
H 6.579 -5.210 7.850
H 4.955 -3.846 6.454
H 4.851 -5.498 5.759
H 5.257 -3.625 4.100
H 6.356 -5.179 4.043
H 8.291 -3.569 7.167
H 8.817 -4.871 6.175
C 3.424 -5.004 1.666
C 3.027 -6.205 2.508
C 2.535 -7.371 1.549
S 1.794 -6.397 0.247
O 0.321 -6.501 0.136
O 2.527 -6.675 -1.000
C 2.180 -4.720 0.781
H 4.303 -5.264 1.078
H 3.737 -4.183 2.238
H 2.189 -5.759 3.106
H 3.778 -6.480 3.247
H 1.758 -8.056 2.003
H 3.359 -7.878 1.075
H 1.436 -4.359 1.525
H 2.413 -4.075 -0.108
C -2.777 -2.997 2.943
C -2.646 -4.434 2.381
C -1.576 -5.207 3.160
S -0.698 -3.962 4.092
O 0.698 -4.230 3.946
O -1.162 -3.929 5.415
C -1.422 -2.521 3.269
H -3.431 -3.021 3.863
H -3.155 -2.333 2.139
H -2.292 -4.284 1.311
H -3.561 -5.077 2.398
H -0.919 -5.761 2.459
H -2.061 -5.857 3.877
H -0.885 -2.277 2.322
H -1.305 -1.603 3.897
C 2.103 6.669 -4.278
C 1.864 7.620 -5.509
C 1.703 6.796 -6.851
S 1.310 5.177 -6.313
O 1.948 4.158 -7.118
O -0.107 5.211 -6.054
C 2.223 5.218 -4.759
H 1.297 6.818 -3.613
H 2.993 7.116 -3.738
H 2.681 8.268 -5.632
H 1.048 8.308 -5.327
H 2.639 6.865 -7.417
H 0.892 7.085 -7.526
H 3.199 4.921 -5.003
H 1.894 4.448 -4.068
```

=====

Density functional theory data (the ωB97M-V functional and the def2-TZVPD basis) for a cluster of 4 separate species, H8O4 in total at a distorted geometry.

## Properties
SMILES   O.O.O.O
HOMO-LUMO gap   0.4296 Eh
Maximum force   0.0211 hartree/bohr

Geometry as XYZ:
```
12
H8O4 (the ωB97M-V functional and the def2-TZVPD basis)
O 2.582 1.308 0.669
H 3.378 0.741 0.796
H 1.859 0.698 0.546
O -0.639 2.320 1.305
H 0.261 2.477 1.556
H -0.680 2.707 0.419
O 4.635 -0.840 1.112
H 5.288 -0.959 1.814
H 4.179 -1.693 1.096
O -6.773 -2.718 -3.069
H -6.917 -1.760 -3.039
H -5.858 -2.894 -3.246
```

=====

Density functional theory data (the ωB97M-V functional and the def2-TZVPD basis) for the molecule C13H14N2O3.

## Properties
SMILES   CCOC(=O)CCc1nc2ccccc2[nH]c1=O
HOMO-LUMO gap   0.3178 Eh
Maximum force   0.0193 hartree/bohr

Geometry as XYZ:
```
32
C13H14N2O3 (the ωB97M-V functional and the def2-TZVPD basis)
C -0.809 -1.986 1.839
C -2.099 -1.180 1.880
O -2.169 -0.276 0.779
C -2.682 -0.738 -0.365
O -3.154 -1.838 -0.493
C -2.617 0.284 -1.480
C -1.808 1.525 -1.119
C -0.423 1.167 -0.682
N 0.157 0.134 -1.175
C 1.399 -0.232 -0.740
C 2.011 -1.372 -1.269
C 3.251 -1.762 -0.818
C 3.905 -1.025 0.167
C 3.324 0.103 0.704
C 2.068 0.510 0.256
N 1.435 1.621 0.750
C 0.192 2.042 0.341
O -0.319 3.043 0.807
H 0.054 -1.324 1.848
H -0.777 -2.587 0.933
H -0.760 -2.644 2.702
H -2.965 -1.848 1.847
H -2.145 -0.551 2.772
H -3.640 0.555 -1.746
H -2.170 -0.220 -2.339
H -2.279 2.088 -0.311
H -1.746 2.185 -1.989
H 1.482 -1.927 -2.028
H 3.722 -2.642 -1.226
H 4.878 -1.340 0.514
H 3.828 0.678 1.468
H 1.897 2.177 1.462
```

=====

Density functional theory data (the ωB97M-V functional and the def2-TZVPD basis) for a structure of composition C38H35Cl2N8O4Sc at a distorted geometry.

## Properties
HOMO-LUMO gap   0.2142 Eh
Maximum force   0.0271 hartree/bohr

Geometry as XYZ:
```
88
C38H35Cl2N8O4Sc (the ωB97M-V functional and the def2-TZVPD basis)
Sc -0.060 -0.008 0.003
C -0.127 -3.362 0.750
N 0.083 -0.457 1.927
C 1.314 -1.071 2.375
C 2.418 -0.368 1.656
N 2.263 0.086 0.426
C 3.399 0.836 0.157
C 3.751 1.557 -0.980
C 4.985 2.184 -0.993
C 5.868 2.075 0.088
C 5.544 1.333 1.211
C 4.298 0.723 1.223
N 3.651 -0.082 2.145
C 0.146 -2.208 -1.352
N 0.168 -1.062 -2.020
C -0.066 -1.411 -3.348
C -0.153 -0.641 -4.497
C -0.401 -1.289 -5.702
C -0.560 -2.669 -5.769
C -0.475 -3.455 -4.626
C -0.222 -2.802 -3.433
N -0.082 -3.280 -2.140
H -1.145 -3.413 0.381
H 0.561 -4.195 0.616
H -0.611 -1.215 1.989
H 1.340 -2.144 2.126
H 1.507 -0.979 3.454
H 3.077 1.615 -1.826
H 5.283 2.760 -1.860
H 6.828 2.573 0.041
H 6.234 1.236 2.039
H 3.977 -0.359 3.054
H -0.026 0.434 -4.477
H -0.469 -0.704 -6.610
H -0.751 -3.135 -6.726
H -0.599 -4.529 -4.666
H -0.245 -4.195 -1.745
C 1.291 4.402 -0.199
C 0.536 3.198 -0.679
O 0.595 2.133 -0.064
N -0.205 3.338 -1.794
C -1.147 2.308 -2.237
C -2.281 2.154 -1.256
C -3.511 2.748 -1.460
C -4.458 2.685 -0.442
C -4.134 2.039 0.731
C -2.889 1.432 0.840
N -1.982 1.484 -0.134
H 2.152 4.064 0.371
H 0.643 4.984 0.459
H 1.615 5.038 -1.022
H -0.334 4.273 -2.144
H -0.609 1.367 -2.359
H -1.511 2.599 -3.221
H -3.721 3.255 -2.392
H -5.434 3.133 -0.576
H -4.839 1.945 1.543
H -2.616 0.867 1.720
O 0.520 -2.217 -0.100
Cl -4.019 -4.005 2.294
C -5.745 -4.102 2.267
C -6.402 -4.612 3.375
C -7.787 -4.655 3.386
C -8.510 -4.190 2.302
C -7.834 -3.691 1.200
Cl -8.759 -3.127 -0.154
C -6.441 -3.640 1.143
N -5.781 -3.112 0.013
C -4.996 -3.951 -0.775
C -5.257 -5.323 -0.831
C -4.529 -6.155 -1.662
C -3.535 -5.633 -2.473
C -3.279 -4.271 -2.421
C -3.971 -3.413 -1.576
C -3.645 -1.933 -1.601
C -3.197 -1.336 -0.257
O -4.081 -1.011 0.551
O -1.957 -1.152 -0.048
H -5.823 -4.958 4.219
H -8.306 -5.050 4.250
H -9.591 -4.211 2.296
H -5.362 -2.193 0.196
H -6.049 -5.733 -0.217
H -4.754 -7.215 -1.682
H -2.977 -6.272 -3.146
H -2.535 -3.843 -3.078
H -4.536 -1.369 -1.897
H -2.870 -1.762 -2.351
```

=====

Listing E for the structures above in their given order: -8149.963137, -305.744207, -839.066043, -3889.352853 Eh.
Listing ΔE to the lowest compared entry with this formula, charge and spin for the structures above in their given order: 0.0, 91.9, 0.0, 320.0 kJ/mol.
Listing LUMO for the structures above in their given order: -1.9, 0.5, 0.0, 0.0 eV.